[1]
C38H30IMnN2O2P | ωB97M-V/def2-TZVPD

XYZ file:
```
75
Properties=species:S:1:pos:R:3:forces:R:3
C -0.324 -3.174 -1.074 -0.80 -0.12 -0.09
C 1.717 3.907 -1.766 -0.21 -0.06 -0.67
H 5.601 -0.108 6.237 0.11 -0.02 0.09
C 4.336 -3.246 -1.104 0.04 -0.03 0.06
H -1.582 -2.899 -2.840 0.06 0.01 0.22
C -5.305 2.060 -1.623 -0.23 -0.30 -0.23
C 1.762 -2.304 -0.021 0.45 0.25 0.83
H 7.095 -0.046 4.460 0.10 -0.02 0.06
H 0.777 -1.767 -3.026 -0.46 0.40 0.18
C 3.407 -4.128 -0.602 0.10 -0.05 0.01
I 0.697 -0.216 2.803 -0.14 -0.03 0.88
C 4.972 -0.100 4.188 -0.20 -0.03 -0.06
C 2.202 -3.725 -0.080 -0.27 0.05 -0.10
C 3.018 2.703 -0.023 -0.18 0.49 -0.04
C 0.934 -1.281 -2.054 1.31 -1.00 -0.83
C 4.226 -0.035 1.872 0.24 0.09 -0.66
H 1.554 -4.458 0.374 -0.04 -0.12 0.06
Mn -0.394 -0.260 -0.958 0.93 -0.38 0.13
H 1.404 -0.323 5.592 -0.10 0.00 0.01
H -0.536 -3.548 -0.070 0.08 0.03 -0.09
C 3.882 -0.119 3.258 0.48 0.00 0.15
C -3.116 -0.935 -1.704 0.08 0.42 0.26
H 4.422 2.759 -2.042 -0.08 -0.11 -0.06
H 3.292 -0.267 7.143 0.05 0.00 0.09
P 2.917 0.211 0.655 0.79 -0.15 -0.58
H 5.771 0.191 0.424 -0.02 0.00 -0.11
C -3.227 2.620 -0.539 0.30 -0.09 0.07
C 3.264 1.411 -0.742 -0.49 -0.50 0.73
O -1.519 1.004 -0.482 -0.49 1.35 0.84
C 6.304 -0.042 3.725 0.10 -0.01 -0.35
C 3.482 -0.228 6.082 0.36 0.04 -0.04
H 2.507 1.263 -3.734 0.08 0.14 -0.07
C -4.865 0.781 -1.853 -0.09 0.16 -0.02
H -5.484 0.063 -2.371 -0.17 -0.04 -0.04
C 4.065 -1.807 -1.160 -0.09 -0.05 -0.04
C 3.963 1.773 -2.116 0.22 -0.04 -0.03
C 2.404 -0.258 5.194 -0.27 0.00 -0.40
H 4.954 -1.240 -0.880 -0.10 -0.07 -0.03
C 4.856 0.843 -2.845 0.12 -0.16 -0.24
C 2.088 0.865 -1.589 1.29 -0.15 -0.48
H 3.220 -2.064 -3.215 0.05 0.01 0.10
C 4.574 -0.416 -3.161 0.18 0.24 -0.06
H -6.278 2.368 -1.968 -0.14 0.00 -0.01
H -4.833 3.983 -0.799 -0.05 0.11 0.06
C 2.366 3.776 -0.483 0.25 -0.17 0.57
C 3.521 -1.256 -2.541 0.06 -0.09 -0.12
C 4.746 -0.143 5.580 -0.17 -0.04 0.16
C 1.789 3.042 -2.784 -0.13 0.31 0.12
C 2.589 -0.197 3.834 -0.68 -0.07 0.06
C 5.542 0.061 1.471 -0.29 -0.11 0.18
H 5.292 -3.599 -1.458 0.08 -0.09 -0.09
H 5.758 1.289 -3.241 0.11 -0.04 -0.12
H 1.118 4.799 -1.896 -0.06 0.04 -0.08
C -3.576 0.386 -1.458 0.43 0.40 0.21
H 1.205 3.225 -3.676 0.00 0.17 -0.03
N 0.578 -2.024 -0.920 0.21 -0.45 -0.39
C 2.544 1.766 -2.768 -0.35 -0.31 0.00
H 7.616 0.056 2.050 0.09 0.07 -0.02
O 0.887 0.990 -0.993 -1.26 0.52 0.11
H 3.646 -5.179 -0.573 0.06 -0.17 0.03
H 2.278 4.636 0.171 0.08 -0.03 0.06
C 6.593 0.023 2.391 0.15 0.02 0.43
C -2.728 1.331 -0.802 -1.15 -0.24 -0.62
H 3.469 2.756 0.965 -0.04 0.14 0.00
H -2.448 -3.400 -1.375 0.17 0.08 -0.13
C -1.637 -2.763 -1.750 0.19 -0.37 -0.22
H 0.172 -3.962 -1.650 -0.04 0.12 0.16
C -4.483 2.976 -0.962 0.24 -0.17 0.06
H -2.576 3.321 -0.039 0.04 0.03 0.03
N -1.911 -1.360 -1.457 -0.76 -0.42 -0.26
C 2.302 -0.662 -1.803 -0.36 0.72 0.24
H -3.843 -1.634 -2.114 0.00 -0.12 0.00
H 1.425 -2.099 1.004 -0.02 -0.09 -0.26
C 2.797 -1.276 -0.466 0.09 0.15 0.53
H 5.260 -0.961 -3.793 0.18 -0.08 -0.07
```
Positions in Å, forces in eV/Å.

Output
Net charge: +1
Energy above the lowest of the compared OMol25 structures with the same formula, charge and spin, kJ/mol: 114.7
Spin multiplicity: 5
Lowest unoccupied orbital energy (spin up / spin down), eV: -3.9 / -3.5
Kohn-Sham gap (spin up / spin down), eV: 5.6162 / 6.0946
⟨S²⟩: 6.33
Strongest force on any atom, hartree/bohr: 0.0359

---

[2]
C38H30N8O2PSTl | ωB97M-V/def2-TZVPD

XYZ file:
```
81
Properties=species:S:1:pos:R:3:forces:R:3
N -1.632 0.965 2.942 0.01 0.02 -0.07
C 2.435 0.669 2.166 0.03 -0.02 0.04
C 4.217 0.175 3.766 0.03 -0.01 0.00
H -4.271 -2.558 0.399 0.00 0.01 0.00
H 1.342 0.988 -4.844 0.00 0.00 0.01
C -0.739 0.382 3.805 0.02 -0.01 0.01
C -2.258 -2.052 0.988 0.05 0.03 0.00
C -1.288 -0.141 4.936 -0.02 0.00 0.00
C 1.655 -1.569 -0.859 0.00 0.01 -0.05
H 6.177 0.380 2.962 0.00 0.00 0.00
H 2.802 -2.755 -6.336 0.00 0.00 0.00
C 0.661 0.400 3.397 0.03 0.00 -0.02
N 1.240 -0.345 -0.977 0.02 0.03 0.00
C -2.842 0.892 3.415 0.00 0.01 0.01
C -2.452 -4.202 2.732 0.00 0.01 0.00
C 2.492 -2.137 -5.505 0.00 -0.01 0.01
H -2.529 -5.042 3.409 0.00 0.00 0.00
C 2.131 -1.839 -3.168 -0.02 0.02 -0.01
C -1.110 -3.109 -3.274 0.00 0.00 -0.03
C 5.118 0.453 2.760 -0.01 0.00 -0.01
C -1.792 -1.327 -1.810 0.00 -0.02 0.02
H 2.040 -0.441 -6.746 0.00 0.00 0.00
C 0.311 4.186 -0.038 -0.02 -0.03 0.01
C -3.625 0.288 -0.237 0.02 -0.06 0.04
N 1.068 1.528 -2.384 0.01 -0.01 -0.07
O -4.126 2.204 -1.544 0.02 0.01 0.02
O -2.327 2.321 -0.216 0.01 0.05 0.03
H -4.363 -0.191 -0.879 0.01 0.01 -0.02
C -0.046 6.219 1.154 0.00 0.00 0.01
H 5.439 1.067 0.727 0.00 0.00 0.00
H -0.443 -3.723 3.315 0.00 0.00 0.00
C 1.704 -0.530 -3.379 0.02 -0.01 -0.02
C -3.526 -3.873 1.915 0.00 0.00 0.00
H -1.902 -0.327 -5.040 0.00 0.00 0.00
H -1.231 -3.298 -1.141 0.00 0.00 0.00
H 2.863 -3.664 -4.042 0.00 0.00 0.00
C -3.433 -2.802 1.040 -0.01 -0.01 0.01
H -1.120 -2.649 -5.369 0.00 0.00 0.00
H 4.545 -0.111 4.756 0.00 0.00 0.00
C -0.507 4.086 2.111 0.01 -0.01 -0.01
C 4.693 0.844 1.478 -0.01 0.00 0.01
H -0.792 -4.133 -3.420 0.00 0.00 0.00
S -2.973 0.107 4.922 0.01 0.00 0.02
C 1.672 -0.029 -4.684 0.00 -0.01 -0.01
H -0.269 -1.799 1.773 0.00 0.01 0.00
P -2.105 -0.682 -0.162 -0.05 -0.02 -0.05
C 1.317 0.265 -2.220 -0.03 0.00 0.08
H -4.025 0.344 0.777 0.00 0.01 0.00
C 0.362 5.567 -0.001 0.00 0.02 -0.02
H 0.708 6.118 -0.865 0.00 0.00 0.00
H 1.673 -0.059 5.180 0.01 0.00 0.00
H -2.343 0.528 -2.791 0.00 0.00 0.02
H -4.437 -4.454 1.956 0.00 0.00 0.00
C -1.279 -3.461 2.680 -0.01 0.01 0.00
C 2.872 0.296 3.439 -0.03 0.04 -0.02
C 2.530 -2.650 -4.226 0.00 -0.01 -0.01
H 1.627 -2.042 0.118 0.01 0.00 0.00
C -1.183 -2.384 1.811 0.00 -0.02 0.02
N 1.043 0.709 2.174 -0.06 0.03 -0.02
H 3.035 1.269 0.176 -0.01 0.00 0.00
C -0.486 5.468 2.229 0.00 0.01 0.00
C -3.356 1.740 -0.738 -0.02 -0.04 -0.03
H -3.703 1.314 2.916 -0.01 -0.01 0.00
N -0.112 3.463 1.009 0.04 0.02 0.02
Tl -0.492 1.176 0.490 -0.01 -0.02 0.08
C -1.983 -0.489 -2.910 0.00 -0.01 -0.04
H -0.818 5.935 3.145 0.00 0.00 0.00
C 2.061 -0.828 -5.737 -0.01 0.01 0.00
H -0.023 7.299 1.209 0.00 0.00 0.00
H 2.449 -3.252 -1.666 0.01 0.00 -0.01
C 0.734 3.447 -1.236 -0.01 0.00 0.02
H -0.805 -0.657 5.750 0.00 0.00 0.00
C -1.353 -2.638 -1.992 -0.01 0.01 0.00
N 1.716 0.131 4.192 -0.02 -0.01 0.02
H -0.860 3.457 2.919 0.00 0.00 0.00
C -1.739 -0.972 -4.187 0.00 0.03 0.00
C -1.301 -2.276 -4.370 0.00 -0.01 0.03
N 2.130 -2.314 -1.855 0.00 -0.02 0.05
N 0.671 2.177 -1.246 -0.02 0.00 0.02
C 3.356 0.959 1.160 0.02 0.00 -0.01
H 1.111 3.986 -2.101 0.00 0.00 0.00
```
Positions in Å, forces in eV/Å.

Output
Net charge: +2
Energy above the lowest of the compared OMol25 structures with the same formula, charge and spin, kJ/mol: 0.0
Lowest unoccupied orbital energy, eV: -5.6
Kohn-Sham gap, eV: 7.6591
Strongest force on any atom, hartree/bohr: 0.0016

---

[3]
C38H31BrFeN8O2S3 | ωB97M-V/def2-TZVPD

XYZ file:
```
84
Properties=species:S:1:pos:R:3:forces:R:3
N 1.562 2.326 -0.276 0.09 -0.06 -0.25
C 0.367 -1.686 -4.076 0.00 -0.13 -0.23
H 1.168 2.194 6.284 -0.04 -0.01 0.01
C 3.325 0.887 0.340 0.69 0.17 -0.14
S -2.777 3.736 -0.975 0.00 0.06 -0.10
Fe 0.555 0.270 0.300 1.09 1.93 0.62
H 5.241 -1.664 1.788 -0.07 0.05 -0.02
H -0.294 -2.383 -4.578 0.03 0.02 0.03
H -3.408 1.419 4.026 0.06 0.03 0.00
C -0.008 -1.047 -2.913 -0.16 -0.02 0.00
C 3.143 -1.169 1.337 0.18 0.17 0.03
C -3.771 -2.149 -1.068 -0.08 -0.11 -0.28
H -1.845 0.510 2.324 -0.06 -0.01 0.00
H 2.653 0.655 -2.151 0.02 -0.12 -0.05
H -2.269 -1.797 -4.009 0.01 0.01 0.01
H 0.413 4.358 3.390 -0.02 -0.02 0.01
H 1.507 5.590 -1.130 -0.01 -0.05 0.06
C -3.901 3.749 1.615 0.02 -0.03 -0.04
N -1.466 1.647 -0.154 -0.13 -0.16 0.34
C 0.959 -3.566 0.569 -0.08 -0.02 0.02
O -0.035 -1.450 1.085 -0.26 -0.13 0.35
H 1.980 -1.981 -5.470 -0.04 0.03 -0.01
N -1.057 2.217 -2.391 -0.16 -0.17 0.06
H 2.661 -2.042 1.751 0.03 0.02 -0.03
H 2.652 1.934 5.343 0.00 0.02 0.00
C -3.061 3.194 0.656 -0.04 0.11 0.05
H -6.418 -3.749 -3.358 0.01 0.01 0.03
C 2.451 -0.086 0.709 -0.96 -0.60 -0.29
H 3.998 5.246 -1.074 -0.04 -0.03 0.01
O -1.229 -3.286 1.415 0.02 -0.02 -0.07
H 0.371 4.302 5.161 -0.03 0.00 0.02
C 2.901 2.169 -0.169 0.00 0.02 0.13
C 3.315 4.439 -0.836 0.12 0.03 0.01
C 2.029 -0.018 -2.729 0.00 0.12 0.05
H 1.928 4.385 4.312 0.01 -0.01 -0.01
C -5.672 -3.302 -2.715 -0.13 -0.06 0.21
C -3.553 -2.218 -2.454 -0.24 -0.13 0.20
H -6.779 -3.679 -0.901 0.00 0.01 -0.03
Br 4.411 -6.243 -1.054 0.01 0.01 0.02
N 0.526 1.332 2.106 -0.05 -0.80 -0.51
C -3.999 3.105 2.837 0.00 0.04 -0.04
S -2.623 -1.394 -0.035 -0.15 0.08 0.42
H 0.665 -5.086 2.042 0.03 0.00 -0.04
C 0.737 1.885 3.092 0.16 0.34 0.49
C 3.016 -5.151 -0.384 0.04 0.02 0.01
H -4.368 -2.833 -4.346 0.02 -0.01 0.05
N 0.942 2.517 4.235 -0.17 -0.17 -0.18
H 0.057 3.696 -0.590 -0.05 0.04 0.04
C -1.649 2.415 -1.183 -0.30 -0.21 -0.04
C -0.181 -2.717 1.076 -0.03 0.29 -0.12
C 2.301 -5.562 0.729 -0.09 0.01 0.04
C 1.697 -3.168 -0.536 0.04 -0.11 -0.04
H -1.043 2.974 -3.052 0.05 0.02 0.02
N -2.368 -1.742 -3.006 -0.15 -0.16 -0.35
C 1.125 3.556 -0.586 -0.02 -0.19 0.08
H 1.342 0.742 5.278 -0.03 0.01 0.00
H 1.466 -2.226 -1.008 0.08 0.08 0.02
H -4.463 4.651 1.408 0.01 -0.05 0.03
H -5.083 -2.646 0.562 0.03 0.00 -0.05
C 1.568 1.803 5.350 0.07 0.04 -0.18
H 4.862 3.022 -0.394 -0.03 0.01 0.02
H 3.302 -3.659 -1.893 -0.03 0.02 0.05
C 2.487 -0.610 -3.902 0.06 0.10 0.06
C 0.915 3.978 4.276 0.09 -0.09 -0.08
H 3.486 -0.398 -4.261 -0.03 -0.03 0.05
C 1.647 -1.468 -4.577 -0.06 -0.10 -0.02
C 2.727 -3.958 -1.025 -0.10 -0.01 -0.08
N -1.392 -1.073 -1.006 0.09 0.06 -0.47
C -2.297 2.054 0.905 0.15 -0.14 -0.10
H -4.639 3.517 3.606 -0.01 -0.04 -0.03
C -1.338 -1.292 -2.273 0.48 0.16 0.20
C 4.494 -0.991 1.386 0.01 -0.11 0.05
C -2.425 1.403 2.130 0.01 -0.05 -0.01
C -4.522 -2.789 -3.273 0.06 0.06 -0.10
C 3.797 3.206 -0.466 -0.02 -0.04 -0.05
N 0.815 -0.236 -2.236 -0.05 -0.08 0.36
C -5.879 -3.261 -1.329 -0.08 -0.05 -0.22
S 4.986 0.493 0.695 -0.03 0.09 0.00
C -3.283 1.930 3.080 -0.01 -0.01 -0.02
H -0.261 1.596 -2.376 0.11 0.07 0.01
H 2.549 -6.497 1.216 -0.03 0.04 -0.01
C -4.937 -2.687 -0.511 0.09 0.05 0.04
C 1.258 -4.771 1.191 0.04 -0.10 0.02
C 1.939 4.632 -0.871 -0.02 0.04 -0.05
```
Positions in Å, forces in eV/Å.

Output
Net charge: +1
Energy above the lowest of the compared OMol25 structures with the same formula, charge and spin, kJ/mol: 156.2
Spin multiplicity: 2
Lowest unoccupied orbital energy (spin up / spin down), eV: -3.3 / -5.0
Kohn-Sham gap (spin up / spin down), eV: 6.3323 / 4.6500
⟨S²⟩: 0.76
Strongest force on any atom, hartree/bohr: 0.0447